The following is a quantum chemistry calculation of a molecular structure, C26H20CrF5N6PS, from the OMol25 dataset.

Computed properties:
**Net charge**: +1
**Spin multiplicity**: 4
**Energy relative to the best compared isomer or geometry (same formula, charge and spin)**: 0.0 kJ/mol
**HOMO-LUMO gap (spin up / spin down)**: 0.2689 / 0.2904 hartree
**E_HOMO (spin up / spin down)**: -11.32 / -11.42 eV

Last column: Mulliken charge in e.
Cartesian coordinates (Å):
Cr  -0.360  -0.570  -0.012  -0.077
N  -0.443  0.084  2.004  -0.204
C  0.845  0.108  2.690  0.363
C  0.927  -0.075  4.058  -0.787
C  2.172  -0.055  4.672  -0.639
C  3.323  0.153  3.924  -0.789
C  3.235  0.344  2.554  -0.725
C  1.992  0.319  1.931  -0.213
P  1.754  0.552  0.159  2.576
C  1.589  2.321  -0.124  0.305
C  1.447  3.214  0.935  -0.371
C  1.193  4.554  0.678  -0.765
C  1.090  5.002  -0.629  -0.554
C  1.242  4.115  -1.688  -0.707
C  1.483  2.775  -1.439  -0.295
C  3.239  0.006  -0.704  0.294
C  4.248  0.922  -1.005  -0.517
C  5.410  0.486  -1.622  -0.732
C  5.570  -0.856  -1.940  -0.536
C  4.569  -1.769  -1.639  -0.775
C  3.404  -1.342  -1.021  -0.273
H  -0.880  1.005  2.041  0.320
H  -1.063  -0.557  2.497  0.391
H  0.030  -0.241  4.643  0.492
H  2.242  -0.206  5.740  0.420
H  4.289  0.160  4.408  0.454
H  4.131  0.492  1.964  0.526
H  1.530  2.873  1.959  0.430
H  1.052  5.244  1.498  0.410
H  0.872  6.043  -0.822  0.375
H  1.158  4.466  -2.707  0.401
H  1.594  2.086  -2.269  0.417
H  4.126  1.970  -0.764  0.436
H  6.192  1.196  -1.855  0.439
H  6.478  -1.190  -2.422  0.409
H  4.696  -2.815  -1.881  0.456
H  2.635  -2.063  -0.769  0.186
F  -4.378  -5.732  -0.525  -0.276
C  -3.287  -5.035  -0.251  0.697
C  -3.352  -3.653  -0.144  -0.252
F  -4.498  -3.009  -0.313  -0.275
C  -2.189  -2.972  0.138  0.147
F  -2.256  -1.593  0.237  -0.285
C  -0.954  -3.566  0.319  0.721
S  0.488  -2.633  0.716  -0.409
C  -0.923  -4.952  0.200  0.129
F  0.226  -5.601  0.354  -0.313
C  -2.070  -5.680  -0.078  0.137
F  -2.008  -6.998  -0.186  -0.262
N  -1.543  -1.358  -2.560  -0.593
N  -0.221  -1.147  -2.032  -0.178
H  -1.497  -1.510  -3.563  0.272
H  -2.071  -0.507  -2.391  0.229
H  0.315  -0.471  -2.577  0.370
H  0.269  -2.037  -2.067  0.400
N  -1.293  1.048  -0.600  -0.351
C  -1.760  2.129  -0.681  0.606
N  -2.255  3.262  -0.871  -0.636
C  -2.078  4.272  -0.029  0.504
N  -1.945  5.177  0.674  -0.523

***

The following is a quantum chemistry calculation of 3 unconnected molecules or ions with the total composition C26H20IO12P, from the OMol25 dataset.

Computed properties:
**Net charge**: 0
**Spin multiplicity**: 1
**HOMO-LUMO gap**: 0.2676 hartree
**E_HOMO**: -9.06 eV
**SMILES**: O=C1C=C(P(O)O)C(=O)C(I)=C1CCc1ccccc1.O=C1C=C(O)C(=O)C=C1O.O=C1C=C(O)C(=O)C=C1O

Last column: Mulliken charge in e.
Cartesian coordinates (Å):
O  -0.578  -0.242  3.110  -0.597
C  -0.062  -0.082  2.035  0.112
C  0.939  0.984  1.872  -0.603
C  1.346  1.356  0.664  0.198
P  2.644  2.673  0.482  0.230
O  3.106  2.618  -1.075  -0.426
O  1.697  4.010  0.437  -0.440
C  0.756  0.684  -0.520  0.616
O  0.840  1.179  -1.612  -0.616
C  0.044  -0.609  -0.330  -0.034
I  -0.162  -1.734  -2.069  0.159
C  -0.394  -0.953  0.883  0.575
C  -1.226  -2.166  1.173  -1.375
C  -2.635  -2.089  0.533  -0.717
C  -3.220  -0.705  0.439  0.781
C  -3.367  0.112  1.567  -0.231
C  -3.901  1.393  1.481  -0.740
C  -4.334  1.879  0.246  -0.494
C  -4.225  1.067  -0.879  -0.665
C  -3.664  -0.206  -0.785  -0.364
H  1.322  1.459  2.763  0.468
H  3.028  1.746  -1.479  0.331
H  0.778  3.782  0.615  0.314
H  -1.365  -2.232  2.245  0.407
H  -0.702  -3.062  0.855  0.472
H  -2.650  -2.542  -0.449  0.173
H  -3.334  -2.668  1.137  0.461
H  -3.051  -0.268  2.528  0.378
H  -3.981  2.000  2.367  0.424
H  -4.750  2.872  0.192  0.408
H  -4.580  1.430  -1.831  0.402
H  -3.581  -0.790  -1.690  0.356
C  5.190  5.374  0.039  -0.529
C  4.867  6.605  0.460  0.192
C  5.914  7.643  0.763  0.953
O  5.533  8.741  1.124  -0.634
C  7.313  7.281  0.612  -1.055
C  7.634  6.050  0.195  0.333
C  6.587  5.019  -0.130  0.938
O  6.975  3.932  -0.518  -0.640
O  8.886  5.640  0.032  -0.568
O  3.618  7.010  0.642  -0.546
H  4.452  4.616  -0.184  0.428
H  8.057  8.029  0.846  0.416
H  8.826  4.716  -0.279  0.372
H  3.677  7.937  0.942  0.362
C  -2.805  -6.829  -0.115  -1.100
C  -3.531  -7.947  -0.250  0.467
C  -4.214  -8.301  -1.545  0.990
O  -4.839  -9.344  -1.583  -0.618
C  -4.093  -7.383  -2.664  -0.974
C  -3.369  -6.265  -2.526  0.321
C  -2.667  -5.924  -1.240  1.000
O  -2.018  -4.893  -1.209  -0.466
O  -3.211  -5.376  -3.499  -0.588
O  -3.705  -8.822  0.729  -0.572
H  -2.309  -6.566  0.809  0.445
H  -4.599  -7.638  -3.584  0.430
H  -2.644  -4.671  -3.133  0.319
H  -4.265  -9.534  0.361  0.364

***

The following is a quantum chemistry calculation of a molecular structure, C26H20N2O4SSn, from the OMol25 dataset.

Computed properties:
**Net charge**: 0
**Spin multiplicity**: 1
**HOMO-LUMO gap**: 0.2769 hartree
**E_HOMO**: -7.55 eV

Last column: Mulliken charge in e.
Cartesian coordinates (Å):
Sn  1.354  0.991  -0.393  0.958
O  -2.609  3.728  -0.539  -0.720
C  -3.443  2.847  -1.136  0.313
C  -4.723  3.282  -1.477  -0.631
C  -5.608  2.424  -2.096  -0.350
C  -5.238  1.112  -2.375  -0.737
C  -3.974  0.675  -2.039  -0.544
C  -3.054  1.528  -1.421  0.109
C  -1.674  1.060  -1.134  1.299
O  -0.818  1.905  -0.642  -0.889
N  -1.406  -0.181  -1.412  -0.741
N  -0.086  -0.539  -1.261  0.299
C  0.168  -1.745  -1.654  -0.160
C  1.441  -2.384  -1.763  0.417
C  1.461  -3.737  -2.151  -0.753
C  2.636  -4.412  -2.363  -0.665
C  3.849  -3.731  -2.206  -0.372
C  3.865  -2.408  -1.837  -0.536
C  2.670  -1.699  -1.591  0.625
O  2.742  -0.447  -1.232  -0.933
H  -1.740  3.274  -0.458  0.343
H  -4.993  4.306  -1.253  0.442
H  -6.591  2.779  -2.381  0.373
H  -5.932  0.440  -2.862  0.393
H  -3.655  -0.334  -2.252  0.453
H  -0.695  -2.318  -1.990  0.369
H  0.514  -4.252  -2.275  0.349
H  2.631  -5.452  -2.658  0.396
H  4.783  -4.249  -2.380  0.363
H  4.795  -1.869  -1.714  0.425
O  0.663  -0.080  1.744  -0.572
S  -0.606  0.349  2.437  0.333
C  -0.303  0.050  4.192  0.528
C  -1.396  -0.105  5.031  -0.285
C  -1.184  -0.279  6.390  -0.599
C  0.110  -0.298  6.892  -0.415
C  1.196  -0.158  6.039  -0.688
C  0.991  0.005  4.678  -0.319
C  -0.514  2.147  2.581  0.743
C  -1.685  2.884  2.553  -0.483
C  -1.611  4.269  2.553  -0.461
C  -0.376  4.898  2.592  -0.504
C  0.792  4.149  2.647  -0.753
C  0.725  2.765  2.634  -0.250
H  -2.401  -0.100  4.627  0.406
H  -2.026  -0.402  7.058  0.385
H  0.275  -0.439  7.952  0.386
H  2.204  -0.172  6.432  0.385
H  1.828  0.069  3.994  0.370
H  -2.643  2.381  2.505  0.331
H  -2.519  4.853  2.495  0.397
H  -0.320  5.978  2.565  0.401
H  1.755  4.639  2.698  0.401
H  1.630  2.174  2.670  0.365

***

The following is a quantum chemistry calculation of a molecular structure, C26H20N5O5Ti, from the OMol25 dataset.

Computed properties:
**Net charge**: -1
**Spin multiplicity**: 1
**Energy relative to the best compared isomer or geometry (same formula, charge and spin)**: 0.0 kJ/mol
**HOMO-LUMO gap (spin up / spin down)**: 0.1897 / 0.1629 hartree
**E_HOMO (spin up / spin down)**: -2.76 / -2.69 eV

Last column: Mulliken charge in e.
Cartesian coordinates (Å):
Ti  -0.032  0.116  0.135  -1.100
C  -3.584  0.153  -2.112  -0.796
C  -3.477  1.377  -2.849  -0.313
C  -2.606  2.323  -2.447  -0.801
C  -1.758  2.144  -1.279  0.695
N  -1.816  0.889  -0.641  0.385
C  -2.755  -0.015  -1.055  -0.050
N  -1.002  3.138  -0.930  -0.599
C  -0.148  3.072  0.136  -0.395
N  0.120  1.919  0.836  0.815
C  0.924  2.181  1.934  -0.295
N  1.238  1.269  2.890  -0.592
C  0.721  0.077  2.957  0.702
C  1.130  -0.771  4.057  -0.754
C  0.595  -1.991  4.252  -0.203
C  -0.405  -2.480  3.351  -0.866
C  -0.753  -1.698  2.307  -0.089
N  -0.212  -0.460  2.055  0.102
C  1.248  3.542  1.882  0.507
C  2.058  4.363  2.701  -0.547
C  2.187  5.684  2.386  -0.553
C  1.511  6.245  1.257  -0.509
C  0.714  5.481  0.456  -0.602
C  0.572  4.102  0.749  0.607
H  -4.292  -0.619  -2.378  0.448
H  -4.097  1.540  -3.723  0.377
H  -2.498  3.267  -2.964  0.469
H  -2.782  -0.939  -0.489  0.251
H  1.888  -0.360  4.708  0.431
H  0.925  -2.606  5.080  0.379
H  -0.854  -3.455  3.469  0.415
H  -1.470  -2.044  1.572  0.311
H  2.564  3.937  3.558  0.488
H  2.809  6.326  2.998  0.380
H  1.635  7.300  1.042  0.380
H  0.196  5.909  -0.393  0.485
O  0.681  -3.402  -1.632  -0.705
C  0.511  -2.206  -1.609  -0.173
O  -0.308  -1.585  -0.787  -0.429
C  1.223  -1.272  -2.594  0.226
C  0.330  -0.085  -2.966  -0.172
C  0.872  0.663  -4.182  -1.000
C  2.079  1.423  -3.577  -1.072
C  2.054  0.937  -2.134  -0.285
O  0.632  0.834  -1.881  0.116
C  2.480  -0.533  -2.012  0.160
C  2.780  -0.825  -0.546  0.000
O  3.801  -1.374  -0.200  -0.721
O  1.880  -0.347  0.276  -0.267
H  1.502  -1.874  -3.458  0.584
H  -0.739  -0.282  -2.962  0.476
H  0.124  1.350  -4.573  0.322
H  1.155  -0.030  -4.974  0.428
H  1.917  2.499  -3.607  0.344
H  3.027  1.198  -4.065  0.439
H  2.486  1.606  -1.393  0.645
H  3.373  -0.758  -2.592  0.523

***

It is found that the largest force on an atom values, taken in the order of the records, are 0.34 0.90 0.88 0.60 eV Å⁻¹.
It is found that the total energy values, taken in the order of the records, are -98354.55804 -69244.76761 -55123.77455 -68096.15443 eV.